(1)
Density functional theory data (ωB97M-V/def2-TZVPD) for C26H46N2O8P3Re as an isolated structure.

Structure (XYZ):
```
86
Properties=species:S:1:pos:R:3:forces:R:3
Re 1.086 0.562 0.435 -0.02 -0.39 -0.19
C 2.104 0.894 5.243 -0.04 0.00 0.05
C 1.449 0.470 3.931 0.13 0.06 -0.02
O 0.594 -0.641 4.029 0.02 0.00 0.01
P 0.428 1.841 3.236 0.05 0.06 0.21
O 1.093 3.245 3.307 0.02 -0.03 0.01
O -0.851 1.902 4.092 -0.01 -0.03 -0.03
O 0.033 1.473 1.770 -0.08 -0.02 -0.15
P 2.675 0.140 2.599 -0.24 -0.17 -0.02
O 3.876 -0.543 3.277 -0.01 0.07 -0.01
O 2.841 1.429 1.820 0.06 0.07 0.00
O 1.936 -0.805 1.559 0.12 0.07 0.01
H 1.341 1.200 5.962 0.01 0.01 0.00
H 2.804 1.720 5.113 0.00 0.00 -0.01
H 2.654 0.046 5.652 0.00 0.00 -0.01
H 0.366 -0.800 4.957 -0.03 -0.02 0.00
H 1.999 3.321 2.960 -0.01 0.02 -0.01
H -1.281 2.740 4.328 0.02 0.04 -0.01
H 4.711 -0.732 2.820 0.02 -0.02 -0.01
C -3.340 1.015 -3.532 -0.04 0.00 -0.02
C -2.001 0.501 -4.048 0.03 -0.03 -0.02
C -1.423 -0.557 -3.092 0.05 -0.03 -0.09
C -1.788 -0.233 -1.630 -0.10 0.05 0.06
C -1.938 1.289 -1.433 -0.05 -0.03 0.04
C -3.153 1.800 -2.225 0.00 0.00 0.00
P -0.700 -0.886 -0.322 0.05 0.14 -0.06
C 0.421 -2.275 -0.715 0.18 0.10 -0.10
C -0.080 -3.454 -1.577 -0.07 -0.07 -0.03
C 1.102 -4.141 -2.284 -0.04 -0.02 0.00
C 2.339 -4.138 -1.393 0.05 -0.03 -0.01
C 2.874 -2.704 -1.201 -0.04 0.00 0.04
C 1.715 -1.714 -1.325 -0.07 0.12 0.16
C -1.745 -1.390 1.076 0.01 -0.09 0.10
C -2.745 -0.332 1.554 0.00 0.05 -0.03
C -3.380 -0.822 2.858 0.00 0.01 0.01
C -3.879 -2.281 2.756 -0.03 0.00 0.03
C -3.875 -2.779 1.316 -0.02 -0.04 0.00
C -2.474 -2.718 0.701 -0.03 0.03 -0.06
H -4.012 0.167 -3.375 0.00 -0.01 0.00
H -3.823 1.644 -4.278 0.01 -0.01 0.00
H -1.306 1.340 -4.153 0.00 0.01 0.00
H -2.107 0.064 -5.040 0.02 0.00 0.00
H -0.340 -0.628 -3.236 -0.02 -0.06 0.01
H -1.825 -1.538 -3.350 0.00 0.04 0.00
H -2.759 -0.694 -1.411 0.02 0.00 0.04
H -1.026 1.771 -1.799 0.03 0.03 -0.01
H -2.040 1.554 -0.376 0.00 -0.01 -0.02
H -3.012 2.861 -2.438 0.00 0.00 0.01
H -4.050 1.723 -1.608 0.01 0.00 0.00
H 0.679 -2.643 0.285 -0.02 -0.02 0.02
H -0.819 -3.126 -2.310 0.04 -0.01 0.03
H -0.578 -4.166 -0.920 0.00 -0.01 -0.03
H 1.326 -3.642 -3.231 0.00 0.00 -0.01
H 0.817 -5.160 -2.541 -0.02 0.00 0.00
H 3.126 -4.757 -1.819 -0.01 -0.01 0.01
H 2.088 -4.581 -0.425 0.01 0.00 0.00
H 3.629 -2.469 -1.952 -0.01 0.01 0.01
H 3.346 -2.607 -0.221 0.00 -0.01 0.02
H 1.550 -1.435 -2.364 -0.02 0.05 -0.06
H 2.075 -0.734 -0.851 0.01 0.02 -0.01
H -1.044 -1.585 1.898 0.01 0.00 0.00
H -3.512 -0.179 0.790 -0.01 0.02 0.01
H -2.268 0.636 1.716 -0.01 -0.03 0.00
H -4.193 -0.150 3.134 -0.02 -0.01 -0.04
H -2.631 -0.740 3.652 -0.01 0.01 0.02
H -4.886 -2.361 3.162 0.02 0.00 0.03
H -3.256 -2.939 3.367 0.03 0.00 -0.03
H -4.574 -2.192 0.717 0.00 0.01 -0.01
H -4.231 -3.808 1.268 0.00 0.00 0.00
H -2.559 -2.833 -0.386 0.00 0.01 0.04
H -1.874 -3.558 1.054 0.01 0.00 0.00
N 2.992 5.801 -0.110 -0.01 0.03 -0.01
C 3.513 5.124 -1.174 0.01 -0.03 0.00
O 4.549 5.372 -1.730 -0.02 -0.01 0.00
C 2.752 3.887 -1.616 -0.01 -0.06 0.12
C 2.688 3.586 -2.974 0.00 0.00 0.04
C 2.080 2.404 -3.374 -0.04 -0.07 0.02
C 1.621 1.529 -2.417 -0.04 -0.04 -0.12
N 1.730 1.780 -1.090 0.04 0.15 0.19
C 2.280 2.966 -0.708 0.10 0.14 -0.11
H 3.481 6.656 0.123 0.00 -0.01 0.00
H 1.990 5.850 -0.013 0.00 -0.01 0.00
H 3.122 4.275 -3.689 -0.01 -0.01 -0.02
H 1.978 2.146 -4.419 0.00 0.00 0.00
H 1.146 0.603 -2.693 0.00 -0.05 0.00
H 2.375 3.136 0.353 0.01 0.01 0.01
```
Forces are in eV/Å.

The calculation puts the energy above the lowest of the compared OMol25 structures with the same formula, charge and spin at 0.078 eV. Its net charge is +3. The max |F| comes out at 0.44 eV Å⁻¹. As for the expectation value of S²: 0.755. As for the energy: -77045.4790 eV. The value obtained for the lowest unoccupied orbital energy (alpha / beta) is -10.8 / -11.0 eV. Its spin multiplicity is 2.

(2)
Density functional theory data (ωB97M-V/def2-TZVPD) for a 7-piece molecular cluster, C26H46O8S6 overall.

Structure (XYZ):
```
86
Properties=species:S:1:pos:R:3:forces:R:3
C 3.613 -3.196 1.957 -0.95 1.24 0.20
C 3.177 -2.482 1.058 -0.27 0.20 -0.01
C 2.518 -1.480 0.023 1.14 -0.58 0.85
C 1.979 -0.259 0.859 -0.17 1.45 0.77
C 3.044 0.604 1.576 -3.37 0.53 0.39
C 2.629 1.763 2.434 -1.81 -2.84 -2.04
C 1.151 2.047 2.555 0.79 -1.76 -1.39
C 0.121 1.215 1.826 1.89 -0.12 0.18
C 0.523 0.028 0.948 1.85 2.12 1.69
C -0.619 -0.755 0.236 -1.29 -0.04 0.02
O -0.516 -1.378 -0.828 0.40 0.98 2.40
C -2.050 -0.691 0.940 0.77 1.77 0.88
C -2.440 0.377 1.754 0.31 -1.49 -0.61
C -3.906 0.389 2.389 1.05 0.60 -0.83
C -1.415 1.559 2.013 -0.19 -0.21 0.15
O -1.806 2.666 2.378 0.91 -1.96 -0.64
H 3.788 -3.590 2.995 -0.04 0.36 -2.01
H 3.301 -1.098 -0.715 -0.87 -0.48 1.06
H 1.743 -2.019 -0.590 0.65 0.70 0.91
H 4.129 0.324 1.445 -1.44 0.41 0.17
H 3.446 2.331 2.958 -1.20 -0.50 -0.56
H 0.864 2.908 3.232 -0.01 -1.28 -1.10
H -2.783 -1.520 0.734 1.03 0.92 0.15
H -4.365 -0.635 2.265 0.58 1.15 0.20
H -4.509 1.155 1.798 0.68 -0.95 1.03
H -3.876 0.707 3.477 -0.01 -0.32 -1.38
C -4.065 5.393 1.334 -0.07 0.04 -0.14
S -4.303 4.421 2.834 0.08 -0.06 0.14
O -5.199 3.280 2.488 -0.04 0.38 -0.01
C -5.305 5.647 3.701 -0.18 0.08 -0.11
H -3.489 4.796 0.626 -0.02 -0.05 0.15
H -5.032 5.644 0.894 -0.01 -0.06 0.07
H -3.512 6.303 1.572 0.00 -0.06 0.05
H -6.196 5.883 3.117 0.03 -0.05 -0.01
H -4.713 6.549 3.865 0.03 -0.06 -0.01
H -5.601 5.228 4.663 0.08 -0.06 -0.08
C 2.819 3.121 -0.942 0.02 0.10 0.05
S 3.057 1.885 -2.232 -0.03 0.01 0.08
O 4.193 1.010 -1.812 -0.11 0.18 -0.03
C 3.687 3.029 -3.477 0.12 0.04 -0.04
H 2.461 2.615 -0.045 0.00 -0.04 -0.15
H 3.765 3.619 -0.723 0.02 -0.08 -0.06
H 2.074 3.849 -1.267 0.01 -0.07 -0.06
H 4.579 3.534 -3.101 -0.03 -0.07 0.06
H 2.916 3.761 -3.720 -0.02 -0.07 0.04
H 3.941 2.459 -4.370 -0.05 -0.04 0.09
C -4.608 -2.137 -1.512 0.02 -0.25 -0.24
S -5.612 -1.392 -0.230 -0.09 0.16 0.08
O -5.436 -2.220 1.003 -0.02 -0.09 -0.22
C -7.216 -1.813 -0.938 -0.04 -0.13 -0.06
H -3.561 -2.012 -1.238 -0.09 0.08 -0.01
H -4.833 -3.202 -1.600 -0.07 0.03 0.10
H -4.795 -1.633 -2.461 0.01 0.09 0.09
H -7.298 -2.895 -1.057 0.08 0.02 0.05
H -7.327 -1.318 -1.904 0.07 0.03 0.05
H -7.993 -1.462 -0.259 0.13 0.03 0.03
C 7.060 -0.054 4.663 -0.10 -0.11 0.01
S 7.617 1.372 3.710 -0.03 0.01 -0.04
O 6.407 2.021 3.129 0.06 -0.20 0.04
C 8.406 0.425 2.392 -0.03 -0.09 -0.07
H 6.501 0.308 5.526 0.07 0.08 -0.09
H 6.412 -0.683 4.050 0.03 0.08 -0.05
H 7.924 -0.625 5.007 0.01 0.07 -0.03
H 7.676 -0.234 1.919 -0.04 0.06 0.05
H 9.228 -0.160 2.807 -0.03 0.06 0.03
H 8.796 1.125 1.654 -0.06 0.03 0.10
C -2.172 -0.537 -5.997 0.00 0.09 -0.12
S -2.893 -0.964 -4.399 0.33 0.05 0.04
O -3.326 0.309 -3.748 0.00 -0.12 -0.11
C -1.358 -1.467 -3.607 -0.13 -0.08 -0.35
H -2.966 -0.156 -6.641 -0.01 -0.04 0.11
H -1.410 0.233 -5.869 -0.04 -0.04 0.10
H -1.736 -1.428 -6.451 -0.03 -0.01 0.08
H -0.645 -0.641 -3.618 -0.10 0.04 0.02
H -0.940 -2.330 -4.129 -0.02 0.00 0.04
H -1.581 -1.740 -2.580 -0.06 0.05 -0.17
C -0.144 -5.051 -1.231 -0.15 -0.03 0.02
S 1.240 -4.659 -2.318 -0.05 0.09 -0.01
O 0.670 -4.150 -3.600 0.01 -0.20 0.17
C 1.756 -6.365 -2.597 -0.04 -0.11 -0.04
H -0.642 -4.118 -0.960 0.14 0.02 -0.07
H -0.851 -5.703 -1.746 0.08 0.02 -0.06
H 0.228 -5.537 -0.327 0.06 0.04 -0.04
H 0.933 -6.937 -3.029 -0.02 0.09 0.00
H 2.067 -6.810 -1.651 0.00 0.08 -0.01
H 2.597 -6.360 -3.289 -0.05 0.10 0.04
```
Forces are in eV/Å.

The max |F| comes out at 3.94 eV Å⁻¹. As for the energy: -109089.4768 eV. The value obtained for the lowest unoccupied orbital energy is -0.8 eV.